Version 1
{"formula": "C19H24N4O3", "method": "wB97M-V/def2-TZVPD", "symbols": ["C", "C", "C", "C", "C", "N", "C", "O", "C", "N", "C", "N", "C", "C", "C", "C", "C", "C", "O", "N", "C", "C", "O", "C", "C", "C", "H", "H", "H", "H", "H", "H", "H", "H", "H", "H", "H", "H", "H", "H", "H", "H", "H", "H", "H", "H", "H", "H", "H", "H"], "positions_angstrom": [[-3.753, -3.260, 3.880], [-2.626, -2.359, 3.663], [-1.687, -1.631, 3.491], [-0.597, -0.701, 3.203], [-1.066, 0.464, 2.299], [-1.653, -0.085, 1.091], [-1.527, 0.361, -0.173], [-0.999, 1.424, -0.494], [-2.124, -0.527, -1.184], [-2.735, -1.711, -0.877], [-3.141, -2.223, -2.006], [-2.819, -1.417, -3.065], [-3.053, -1.575, -4.416], [-2.628, -0.623, -5.268], [-1.942, 0.538, -4.776], [-1.712, 0.696, -3.452], [-2.160, -0.312, -2.549], [0.172, 1.351, 2.112], [0.276, 2.370, 2.771], [1.166, 0.849, 1.347], [2.375, 1.623, 1.055], [2.054, 2.747, 0.065], [1.661, 2.245, -1.197], [3.441, 0.659, 0.552], [4.783, 1.316, 0.249], [5.847, 0.290, -0.119], [-4.632, -2.712, 4.220], [-4.015, -3.781, 2.958], [-3.510, -4.009, 4.634], [-0.198, -0.269, 4.121], [0.218, -1.221, 2.697], [-1.790, 1.076, 2.836], [-2.142, -0.966, 1.197], [-3.664, -3.157, -2.138], [-3.574, -2.474, -4.709], [-2.810, -0.747, -6.325], [-1.610, 1.289, -5.480], [-1.200, 1.552, -3.040], [0.931, 0.124, 0.687], [2.692, 2.081, 1.995], [1.282, 3.386, 0.501], [2.944, 3.357, -0.099], [0.748, 1.925, -1.115], [3.579, -0.121, 1.308], [3.071, 0.172, -0.356], [4.665, 2.026, -0.572], [5.110, 1.894, 1.120], [6.803, 0.765, -0.342], [6.007, -0.418, 0.697], [5.545, -0.282, -0.999]], "nbo_charge": [-0.68, 0.02, -0.05, -0.46, -0.11, -0.61, 0.67, -0.69, -0.05, -0.42, 0.15, -0.32, 0.02, -0.25, -0.21, -0.18, 0.13, 0.70, -0.62, -0.63, -0.07, -0.08, -0.75, -0.40, -0.40, -0.60, 0.24, 0.24, 0.24, 0.25, 0.24, 0.22, 0.44, 0.20, 0.22, 0.23, 0.23, 0.26, 0.40, 0.22, 0.19, 0.18, 0.50, 0.20, 0.21, 0.20, 0.19, 0.21, 0.20, 0.20], "e_lumo_ev": 0.27, "homo_lumo_gap_ha": 0.31545}

---

Version 2
{"formula": "C19H24N4O3", "method": "wB97M-V/def2-TZVPD", "symbols": ["H", "N", "C", "N", "C", "C", "C", "O", "N", "C", "C", "C", "C", "N", "C", "O", "C", "C", "C", "C", "C", "C", "C", "C", "C", "C", "O", "H", "H", "H", "H", "H", "H", "H", "H", "H", "H", "H", "H", "H", "H", "H", "H", "H", "H", "H", "H", "H", "H", "H"], "positions_angstrom": [[3.892, 3.655, 3.348], [3.407, 4.060, 4.141], [2.287, 3.509, 4.325], [1.376, 3.812, 5.313], [0.271, 2.992, 5.199], [0.476, 2.197, 4.147], [-0.399, 1.115, 3.654], [-1.342, 0.764, 4.350], [-0.125, 0.541, 2.463], [0.738, 1.056, 1.391], [0.095, 0.503, 0.119], [-1.012, 1.424, -0.388], [-0.413, -0.857, 0.616], [-1.347, -1.500, -0.278], [-1.412, -2.858, -0.343], [-0.848, -3.569, 0.469], [-2.228, -3.427, -1.491], [-1.729, -3.117, -2.935], [-0.478, -2.277, -3.030], [0.741, -2.769, -2.569], [1.872, -1.970, -2.606], [1.802, -0.676, -3.105], [0.599, -0.166, -3.580], [0.518, 1.227, -4.144], [-0.528, -0.983, -3.535], [-0.984, -0.547, 1.999], [1.721, 2.497, 3.590], [1.550, 4.512, 6.009], [-0.568, 3.023, 5.868], [0.763, 2.144, 1.398], [1.762, 0.695, 1.511], [0.844, 0.368, -0.663], [-1.796, 1.562, 0.359], [-0.600, 2.406, -0.625], [-1.475, 1.048, -1.302], [0.444, -1.525, 0.737], [-1.665, -0.979, -1.077], [-3.250, -3.063, -1.370], [-2.250, -4.500, -1.319], [-2.523, -2.624, -3.497], [-1.546, -4.068, -3.436], [0.798, -3.771, -2.161], [2.815, -2.356, -2.240], [2.691, -0.055, -3.125], [-0.487, 1.638, -4.043], [1.216, 1.897, -3.643], [0.768, 1.229, -5.207], [-1.475, -0.596, -3.902], [-2.026, -0.222, 1.936], [-0.941, -1.399, 2.674]], "nbo_charge": [0.36, -0.77, 0.67, -0.59, -0.01, 0.10, 0.64, -0.62, -0.42, -0.21, -0.23, -0.62, -0.06, -0.63, 0.69, -0.62, -0.50, -0.43, -0.01, -0.23, -0.19, -0.23, -0.03, -0.63, -0.20, -0.21, -0.47, 0.43, 0.25, 0.21, 0.20, 0.23, 0.21, 0.22, 0.20, 0.23, 0.40, 0.23, 0.24, 0.21, 0.23, 0.22, 0.22, 0.21, 0.21, 0.22, 0.23, 0.20, 0.20, 0.23], "e_lumo_ev": 0.53, "homo_lumo_gap_ha": 0.32156}

---

Bottom line: version 2, by a margin of 0.0426 hartree.

---

Version 1
{"formula": "C4H4N2O2", "method": "wB97M-V/def2-TZVPD", "symbols": ["C", "C", "C", "C", "H", "H", "H", "H", "N", "N", "O", "O"], "positions_angstrom": [[0.378, 0.838, -0.061], [-0.874, 1.308, -0.104], [-1.642, -0.784, 0.184], [0.769, -0.733, -0.174], [2.190, 0.970, 0.848], [-0.977, 2.378, -0.350], [-2.547, -1.298, 0.135], [1.953, -2.231, -0.022], [-0.494, -1.384, 0.012], [1.867, -1.165, -0.242], [1.387, 1.691, 0.007], [-2.011, 0.410, -0.231]], "nbo_charge": [0.19, -0.02, 0.44, 0.40, 0.48, 0.22, 0.17, 0.38, -0.55, -0.66, -0.63, -0.43], "e_lumo_ev": -0.07, "homo_lumo_gap_ha": 0.33549}

---

Version 2
{"formula": "C4H4N2O2", "method": "wB97M-V/def2-TZVPD", "symbols": ["O", "C", "C", "C", "N", "O", "N", "C", "H", "H", "H", "H"], "positions_angstrom": [[-1.265, -1.162, -0.765], [-0.897, -0.406, 0.411], [-0.536, 1.074, -0.096], [0.914, 0.653, 0.130], [2.220, 0.652, -0.460], [2.671, -0.508, -0.235], [1.722, -1.578, 0.125], [0.641, -0.658, 0.641], [-2.247, -0.909, -0.640], [-1.635, -0.275, 1.278], [-0.858, 1.706, 0.779], [-0.732, 1.412, -1.169]], "nbo_charge": [-0.67, 0.07, -0.46, 0.05, -0.01, -0.12, -0.07, 0.05, 0.47, 0.20, 0.22, 0.26], "e_lumo_ev": -0.34, "homo_lumo_gap_ha": 0.34390}

---

Version 3
{"formula": "C4H4N2O2", "method": "wB97M-V/def2-TZVPD", "symbols": ["C", "C", "C", "C", "N", "N", "O", "O", "H", "H", "H", "H"], "positions_angstrom": [[0.872, -1.747, 0.403], [-1.439, 0.448, 0.004], [-0.267, 1.457, 0.090], [0.550, 0.312, -0.522], [-0.128, -2.217, -0.162], [-0.691, -0.348, -0.824], [-2.528, 0.394, 0.477], [1.306, -0.480, 0.389], [1.522, -2.391, 0.996], [-0.372, 2.316, -0.566], [-0.010, 1.740, 1.107], [1.184, 0.516, -1.391]], "nbo_charge": [0.30, 0.66, -0.53, 0.19, -0.20, -0.33, -0.51, -0.48, 0.23, 0.24, 0.25, 0.19], "e_lumo_ev": [-1.39, -1.39], "homo_lumo_gap_ha": [0.31826, 0.31850]}

---

Bottom line: version 3, by a margin of 0.0357 hartree.

---

Version 1
{"formula": "C4H4N2O2", "method": "wB97M-V/def2-TZVPD", "symbols": ["C", "C", "C", "C", "H", "H", "H", "H", "N", "N", "O", "O"], "positions_angstrom": [[-0.732, -0.638, 0.613], [-0.271, 0.165, 1.485], [0.923, 1.048, 1.052], [0.636, 0.311, -1.208], [-1.285, -0.556, -2.345], [-1.282, -1.451, 0.880], [-0.566, 0.199, 2.521], [0.766, 0.349, -2.237], [-0.230, -0.671, -0.691], [1.153, 1.086, -0.344], [-0.874, -1.400, -1.573], [1.763, 1.556, 1.850]], "nbo_charge": [-0.01, -0.32, 0.61, 0.27, 0.43, 0.22, 0.24, 0.19, -0.11, -0.49, -0.49, -0.56], "e_lumo_ev": -0.57, "homo_lumo_gap_ha": 0.31436}

---

Version 2
{"formula": "C4H4N2O2", "method": "wB97M-V/def2-TZVPD", "symbols": ["C", "C", "C", "C", "H", "H", "H", "H", "N", "N", "O", "O"], "positions_angstrom": [[2.083, 0.311, 0.249], [-0.308, -0.169, -0.117], [-1.997, 0.947, -0.104], [-2.375, -0.352, 0.140], [1.775, 1.348, 0.616], [1.081, -1.709, -0.118], [-2.990, 1.490, -0.467], [-3.367, -0.794, 0.278], [1.051, -0.609, -0.166], [-0.745, 1.063, 0.007], [3.313, 0.108, -0.083], [-1.196, -1.100, 0.057]], "nbo_charge": [0.50, 0.65, -0.06, -0.03, 0.18, 0.44, 0.23, 0.22, -0.66, -0.52, -0.55, -0.41], "e_lumo_ev": 0.54, "homo_lumo_gap_ha": 0.34259}

---

Bottom line: version 2, by a margin of 0.0499 hartree.

---

Version 1
{"formula": "C4H4N2O2", "method": "wB97M-V/def2-TZVPD", "symbols": ["C", "C", "C", "C", "H", "H", "H", "H", "N", "N", "O", "O"], "positions_angstrom": [[0.996, 1.303, -0.892], [-0.557, -0.375, 0.587], [0.237, -1.560, 0.521], [0.974, -2.463, 0.717], [-1.785, 1.237, 0.648], [1.212, 2.760, -0.511], [1.654, -0.664, -1.636], [1.509, -3.332, 1.002], [-0.304, 0.643, -0.396], [1.924, 0.654, -1.390], [-1.434, 1.531, -0.463], [-1.544, -0.345, 1.387]], "nbo_charge": [0.27, 0.57, -0.13, -0.10, 0.49, 0.22, 0.37, 0.24, -0.22, -0.61, -0.55, -0.56], "e_lumo_ev": -0.35, "homo_lumo_gap_ha": 0.34339}

---

Version 2
{"formula": "C4H4N2O2", "method": "wB97M-V/def2-TZVPD", "symbols": ["C", "C", "N", "O", "C", "O", "C", "N", "H", "H", "H", "H"], "positions_angstrom": [[0.489, 1.803, 0.042], [1.091, 0.612, -0.003], [0.439, -0.616, -0.013], [1.320, -1.668, -0.053], [-0.818, -1.066, 0.096], [-1.119, -2.266, 0.025], [-1.878, -0.080, 0.013], [-2.894, 0.513, -0.107], [-0.566, 1.928, 0.290], [1.056, 2.735, -0.033], [2.207, 0.506, -0.261], [0.674, -2.403, 0.004]], "nbo_charge": [-0.42, -0.04, -0.11, -0.52, 0.52, -0.57, 0.18, -0.22, 0.22, 0.23, 0.25, 0.50], "e_lumo_ev": -0.49, "homo_lumo_gap_ha": 0.33210}

---

Bottom line: version 2, by a margin of 0.1906 hartree.